Entry 1:
9
Properties=species:S:1:pos:R:3 method="wB97M-V/def2-TZVPD" de_lowest_kj_mol=110.82 orbital_gap_ev=9.885 smiles="[H]/N=C1/C=NC=N1" max_force_ev_per_a=3.12 total_charge=0
H -0.67 0.03 -2.40
N -0.94 -0.61 -1.67
C -0.35 -0.15 -0.61
C -0.49 -0.79 0.75
N 0.38 -0.24 1.53
C 0.91 0.85 0.68
N 0.53 0.93 -0.54
H -1.16 -1.59 0.99
H 1.59 1.54 1.19


Entry 2:
18
Properties=species:S:1:pos:R:3 method="wB97M-V/def2-TZVPD" de_lowest_kj_mol=145.74 orbital_gap_ev=10.350 smiles="C=CC.CCO" max_force_ev_per_a=1.45 total_charge=0
C 0.86 1.69 0.56
C 1.82 0.79 0.77
C 2.56 0.01 -0.27
H 0.34 2.26 1.31
H 0.63 1.93 -0.48
H 1.97 0.55 1.82
H 3.44 -0.46 0.18
H 2.89 0.58 -1.14
H 1.93 -0.79 -0.67
C -1.35 -1.49 0.06
C -2.39 -0.36 -0.10
O -1.87 0.75 -0.82
H -0.74 -1.53 -0.85
H -1.83 -2.45 0.16
H -0.66 -1.23 0.87
H -3.29 -0.73 -0.60
H -2.66 -0.03 0.90
H -1.65 0.49 -1.69